Below is C10H13N3 in the gas phase, with properties calculated with ωB97M-V with the def2-TZVPD basis set.

Last column: Löwdin charge in e.
Positions of all 26 atoms, in Å:
C  0.9752  0.5541  -2.0150  -0.083
H  0.3423  0.7585  -2.8721  0.079
H  0.7912  -3.7694  -0.1280  0.083
C  -0.4295  1.2902  -0.2689  -0.467
H  -0.7945  -0.6491  3.2732  0.132
H  -2.4800  1.9201  -0.2589  0.065
C  -1.6728  1.8404  -0.9647  -0.030
H  0.3022  3.0617  -2.2587  0.074
H  1.9962  3.0464  -1.7533  0.073
C  -0.3818  -1.4180  2.5746  0.028
C  0.4413  -3.2090  0.6696  -0.100
C  0.2739  -3.6931  1.9834  -0.050
H  0.5274  -4.7521  2.0894  0.110
C  -0.4701  0.2792  0.7808  -0.158
H  -0.4204  -3.0989  3.8468  0.049
H  -1.9898  1.2634  -1.8496  0.079
C  0.9992  2.8613  -1.4347  -0.078
H  -1.6353  2.8751  -1.3948  0.079
H  0.8039  -0.4440  -1.6750  0.057
H  1.9579  0.5627  -2.4509  0.078
N  0.2077  -1.9345  0.3093  0.116
C  -0.1811  -1.1037  1.2504  -0.259
N  0.7821  1.4929  -0.9103  -0.174
C  -0.1806  -2.8145  2.9373  -0.029
H  0.7395  3.6316  -0.7509  0.075
N  -0.5040  1.4487  1.2711  0.251

- calculated total energy (hartree) = -553.01168
- frontier orbital gap (eV) = 8.9
- energy above the lowest of the compared OMol25 structures with the same formula, charge and spin (kJ/mol) = 278.0
- LUMO level (eV) = 0.383
- HOMO level (eV) = -8.6

Below is 2 unconnected molecules or ions with the total composition C20H24Br2N3O4S, with properties calculated with ωB97M-V with the def2-TZVPD basis set.

Last column: Löwdin charge in e.
Positions of all 54 atoms, in Å:
S  4.0588  0.5677  -1.6495  0.800
H  3.9364  -1.3392  -3.4084  0.093
H  -0.0818  -2.5459  -0.1880  0.156
H  -1.1571  3.6915  -4.5078  0.090
N  -3.4288  -4.2005  1.9939  -0.326
H  0.6078  2.4791  2.6139  0.138
H  -1.2002  0.0422  -1.9146  0.109
H  6.3394  -1.9326  -1.3232  0.089
O  2.5730  -0.4018  1.2056  0.030
Br  3.9261  5.3660  -3.2658  0.636
C  -4.3189  -2.4705  5.7748  -0.069
Br  1.3813  4.8643  -5.9107  0.648
C  -0.3541  3.5225  -3.6705  -0.123
C  -0.0201  -1.3846  -0.4566  -0.164
H  4.9691  -3.1270  -1.9086  0.080
C  1.7527  3.8930  -1.4239  -0.067
C  -3.7328  -3.6166  3.3058  -0.144
O  -4.3593  -4.7259  1.3660  0.068
C  -2.7186  -2.9793  4.0338  -0.002
H  -0.8113  3.8824  -2.6503  0.089
O  -2.2592  -4.1308  1.5877  0.038
N  1.3046  4.8865  -0.3446  0.071
H  -4.5498  -2.0159  6.7367  0.110
H  4.6319  -1.8095  -0.4999  0.063
C  0.9237  2.8295  1.5191  0.079
C  5.1709  -2.0351  -1.5385  -0.187
C  2.1540  4.4583  -2.9340  -0.613
O  0.1211  -0.6338  0.8025  -0.092
H  2.5954  1.7124  -3.3075  0.092
C  4.7072  -0.8759  -2.6515  -0.503
H  -1.7009  -2.9193  3.6542  0.117
C  -3.0192  -2.4045  5.2701  -0.067
C  -1.3384  -0.9879  -1.3527  -0.240
H  -2.8190  -1.9549  -0.1880  0.069
C  1.4087  1.7293  0.3573  0.075
H  -2.2405  -1.9018  5.8396  0.108
H  1.2643  5.9251  -0.5140  0.163
C  1.8577  2.2767  -1.1430  -0.050
H  0.6138  5.2314  1.8982  0.145
H  0.9377  -1.2580  -1.1207  0.116
H  -1.4889  -1.8159  -2.1976  0.132
C  1.1070  4.2592  -4.0115  -0.609
C  -5.0367  -3.6910  3.8136  0.003
H  -6.3344  -3.1648  5.4539  0.112
C  1.4079  0.1365  0.8089  -0.226
H  -5.8323  -4.1869  3.2615  0.121
C  2.3873  1.1673  -2.2767  -0.439
C  -5.3246  -3.1150  5.0525  -0.062
C  0.9236  4.4271  1.0736  0.049
N  -2.6427  -0.9783  -0.5532  -0.045
H  -0.2039  2.3439  -3.5723  0.089
H  1.6100  0.3174  -2.4834  0.085
H  -3.4183  -0.8192  -1.2431  0.075
H  5.7204  -0.5873  -3.2131  0.094

- calculated total energy (hartree) = -6787.09048
- frontier orbital gap (eV) = 6.0
- net charge = +1
- LUMO level (eV) = -5.285
- HOMO level (eV) = -11.3

Below is 12 unconnected molecules or ions with the total composition C38H62BCl10N6O8, with properties calculated with ωB97M-V with the def2-TZVPD basis set.

Last column: Löwdin charge in e.
Positions of all 125 atoms, in Å:
H  -21.6262  -25.2195  -29.5998  0.067
H  -25.7104  -28.0546  -18.5586  0.059
C  -26.2070  -32.0152  -26.8781  -0.098
H  -25.9027  -21.4505  -15.2319  0.111
Cl  -19.2472  -27.2096  -29.3298  0.501
H  -20.1566  -12.7683  -12.4004  0.119
H  -32.0055  -18.6555  -21.8123  0.117
H  -27.2715  -32.1308  -26.6741  0.068
C  -27.2960  -19.5200  -13.6109  -0.101
H  -16.1434  -20.5039  -19.2316  0.058
H  -28.1945  -21.3045  -14.2515  0.097
H  -18.7828  -11.7073  -14.1862  0.077
H  -26.2812  -28.5524  -27.3077  0.122
O  -23.3058  -15.7220  -20.1415  0.073
H  -16.3286  -17.9377  -19.8530  0.101
C  -27.7222  -28.3692  -19.4249  -0.614
Cl  -26.1103  -9.3575  -26.3474  0.518
H  -26.7987  -12.5812  -14.9293  0.069
H  -24.4682  -17.0886  -26.9892  0.115
H  -31.4588  -20.9661  -21.6126  0.108
H  -30.5017  -20.6803  -20.1662  0.115
N  -29.0292  -29.6206  -26.1066  0.129
H  -26.3034  -19.1407  -13.3678  0.067
H  -27.7863  -9.0661  -23.1304  0.066
H  -26.3317  -9.8806  -23.3315  0.073
Cl  -26.0351  -7.5175  -23.5596  0.547
H  -18.8169  -10.7006  -11.9242  0.107
H  -26.0537  -22.8541  -14.1434  0.107
C  -27.4628  -9.2901  -25.1704  -0.644
H  -24.7794  -30.4162  -27.4391  0.110
C  -18.8769  -14.0873  -11.3946  -0.216
C  -27.0163  -10.4155  -15.3873  -0.632
C  -27.9723  -29.5946  -26.6408  -0.215
H  -27.8158  -27.6099  -20.2013  0.065
Cl  -26.7355  -11.5516  -12.8540  0.513
H  -19.1784  -24.8347  -29.4541  0.070
C  -27.3229  -21.0669  -13.6417  -0.244
N  -16.1010  -19.5864  -16.3070  0.138
H  -30.2933  -18.9458  -21.9876  0.120
H  -25.5928  -32.6493  -26.2386  0.069
H  -22.9391  -15.1807  -26.6116  0.126
O  -22.3300  -19.0537  -19.6658  0.236
O  -21.8603  -20.8893  -23.7563  0.083
H  -14.7184  -17.9905  -20.3427  0.093
C  -27.2977  -11.6894  -14.5502  -0.643
Cl  -21.7303  -26.4620  -31.6224  0.500
C  -19.4086  -12.6937  -11.6111  -0.203
C  -18.3687  -11.6892  -12.0236  -0.280
Cl  -26.1903  -30.3300  -18.3751  0.517
H  -20.1541  -9.1078  -22.8824  0.075
H  -18.1759  -7.3327  -22.8333  0.071
C  -23.9696  -16.5998  -27.8262  -0.261
H  -21.0312  -24.2563  -30.8700  0.074
H  -28.2722  -29.2532  -19.7477  0.055
C  -31.1081  -18.9413  -21.2636  -0.210
C  -26.8909  -9.0445  -23.7516  -0.699
H  -28.2477  -8.5674  -25.3933  0.071
C  -23.6913  -17.4494  -29.0657  -0.110
B  -22.9846  -19.1280  -20.9700  -0.827
C  -17.9937  -11.9627  -13.4789  -0.109
O  -23.6112  -17.7676  -21.2036  0.218
N  -21.4629  -14.6219  -29.2925  0.148
C  -14.9014  -18.2045  -18.2040  -0.192
H  -28.3719  -11.8723  -14.5777  0.065
O  -24.1535  -22.1915  -22.4098  0.064
H  -23.4761  -16.7830  -29.9010  0.068
C  -30.7333  -17.9084  -20.3059  -0.231
N  -23.7043  -21.1433  -13.0394  0.129
C  -23.1394  -16.9591  -20.2894  -0.360
C  -19.3496  -9.0869  -22.1472  -0.685
H  -19.7812  -9.4378  -21.2099  0.061
H  -18.9442  -25.5346  -31.0497  0.067
H  -19.4063  -6.9800  -21.7031  0.064
C  -22.2586  -17.7804  -19.3020  -0.375
N  -30.4079  -17.1140  -19.5332  0.139
H  -27.4577  -21.5826  -12.6910  0.094
H  -17.4807  -11.7474  -11.3942  0.113
C  -15.5528  -18.9774  -17.1249  -0.239
H  -28.0537  -10.2021  -25.2552  0.068
H  -13.8481  -18.4587  -18.0859  0.109
H  -27.2444  -10.5656  -16.4425  0.070
C  -23.6720  -21.0614  -22.0938  -0.335
O  -21.6622  -17.3510  -18.3371  0.135
Cl  -28.4798  -27.6920  -17.8919  0.477
H  -25.6863  -28.7936  -20.1641  0.073
H  -17.1371  -11.3323  -13.7174  0.069
H  -28.1212  -19.0116  -13.1124  0.069
C  -24.7155  -21.4118  -13.5433  -0.225
N  -18.4358  -15.1355  -11.2358  0.135
H  -25.3857  -30.4035  -25.8162  0.108
C  -26.6849  -29.5637  -27.3575  -0.213
H  -14.5718  -20.4589  -19.9947  0.063
Cl  -18.1895  -10.3487  -22.5404  0.549
H  -26.8927  -29.8428  -28.3905  0.124
H  -24.7378  -15.8760  -28.0986  0.110
H  -32.3021  -19.8415  -18.9364  0.076
O  -23.9913  -20.2293  -21.1278  0.216
H  -25.9473  -10.2033  -15.3672  0.062
O  -22.0437  -19.3623  -22.0660  0.238
C  -26.2277  -28.7506  -19.2190  -0.632
C  -19.5312  -25.6099  -30.1343  -0.641
C  -20.9866  -25.2735  -30.4808  -0.637
H  -19.7720  -12.3303  -10.6498  0.112
C  -15.4030  -18.4753  -19.6468  -0.224
H  -22.8763  -18.1700  -28.9976  0.079
C  -32.5932  -20.3888  -19.8330  -0.111
C  -22.0499  -15.1720  -28.5047  -0.261
H  -32.8979  -21.4088  -19.5986  0.073
H  -14.9915  -17.1588  -17.9098  0.112
H  -27.4423  -19.2436  -14.6551  0.069
C  -26.0208  -21.7658  -14.1952  -0.174
C  -25.6887  -30.5498  -26.8530  -0.267
C  -15.5682  -20.0176  -20.0195  -0.085
H  -21.9390  -16.5144  -27.0726  0.129
Cl  -17.5497  -7.7825  -20.5554  0.522
H  -16.0446  -20.2430  -20.9736  0.066
H  -17.7312  -13.0147  -13.5911  0.075
C  -22.3904  -20.4380  -22.7237  -0.365
H  -33.4669  -19.8941  -20.2572  0.074
H  -26.0256  -32.4541  -27.8592  0.065
C  -22.7380  -15.8671  -27.4341  -0.210
Cl  -27.8937  -8.9563  -14.7748  0.497
C  -31.3741  -20.3402  -20.7242  -0.269
H  -24.5529  -18.0386  -29.3796  0.068
C  -18.6692  -7.7433  -21.9523  -0.657

- calculated total energy (hartree) = -7042.57772
- frontier orbital gap (eV) = 8.9
- net charge = -1
- energy above the lowest of the compared OMol25 structures with the same formula, charge and spin (kJ/mol) = 250.0
- LUMO level (eV) = 1.518
- HOMO level (eV) = -7.4

Below is 2 unconnected molecules or ions with the total composition CH7NOS2, with properties calculated with ωB97M-V with the def2-TZVPD basis set.

Last column: Löwdin charge in e.
Positions of all 12 atoms, in Å:
C  1.9183  -0.0988  -0.6892  -0.336
O  2.8505  -1.1507  -0.2019  -0.117
H  0.4164  -1.5016  -0.8566  0.077
S  -4.6156  1.4327  2.1754  0.179
S  -2.8050  0.9377  1.2879  0.179
H  1.8086  0.4811  0.2308  0.107
N  0.7993  -0.6856  -1.3047  0.024
H  -4.3969  0.7565  3.3744  -0.168
H  2.4190  0.5055  -1.4625  0.114
H  3.7158  -0.7015  -0.2181  0.068
H  -3.0459  0.7905  -0.0380  -0.196
H  0.9355  -0.7657  -2.2976  0.070

- calculated total energy (hartree) = -968.62354
- frontier orbital gap (eV) = 9.0
- energy above the lowest of the compared OMol25 structures with the same formula, charge and spin (kJ/mol) = 66.0
- LUMO level (eV) = 0.366
- HOMO level (eV) = -8.7

Below is a gas-phase ion, CH4NO2Si (charge -1), with properties calculated with ωB97M-V with the def2-TZVPD basis set.

Last column: Löwdin charge in e.
Positions of all 9 atoms, in Å:
H  -0.0319  1.4666  -0.9114  0.056
N  -0.2657  0.9325  0.0179  -0.271
H  -0.5757  -0.8437  1.6496  -0.078
C  -1.5849  -1.6766  -1.6512  -0.858
H  1.0238  -1.4020  -0.2560  -0.137
H  0.1362  1.4718  0.8024  -0.010
O  -1.8236  -2.8471  -1.4532  -0.110
O  -1.7070  -0.9866  -2.6162  -0.074
Si  -0.2811  -0.7622  0.0080  0.482

- calculated total energy (hartree) = -535.27133
- frontier orbital gap (eV) = 7.1
- net charge = -1
- energy above the lowest of the compared OMol25 structures with the same formula, charge and spin (kJ/mol) = 101.5
- LUMO level (eV) = 4.154
- HOMO level (eV) = -3.0

Below is 2 unconnected molecules or ions with the total composition C4H11NO3P, with properties calculated with ωB97M-V with the def2-TZVPD basis set.

Last column: Löwdin charge in e.
Positions of all 20 atoms, in Å:
C  -1.9270  0.7931  0.2887  -0.150
H  -1.4566  -2.0002  0.9502  0.100
P  2.4648  -0.1745  -0.2439  0.311
H  0.2927  -1.6081  0.7848  0.087
H  -2.9487  0.3047  -0.0309  0.091
O  2.5723  -0.3244  -1.6896  -0.357
H  -1.9944  0.9592  1.4070  0.089
H  -0.7741  -0.5489  1.9470  0.085
C  1.5232  1.2959  0.3583  -0.277
H  -0.8945  0.1450  -2.1511  0.101
C  -0.5434  -0.5141  -1.3134  -0.119
C  -0.7184  -1.0805  0.9578  -0.161
H  0.4797  -0.9330  -1.3364  0.051
O  2.8357  -1.2501  0.7015  -0.371
H  -1.2343  -1.3277  -1.5381  0.064
H  1.1361  1.3336  1.3055  0.035
O  2.9467  1.4006  0.2919  -0.296
H  1.0849  1.8685  -0.3943  0.047
H  -2.0348  1.6924  -0.3059  0.063
N  -0.8098  -0.0312  0.0108  -0.393

- calculated total energy (hartree) = -780.87116
- frontier orbital gap (eV) = 7.5
- net charge = -1
- energy above the lowest of the compared OMol25 structures with the same formula, charge and spin (kJ/mol) = 173.4
- LUMO level (eV) = 3.448
- HOMO level (eV) = -4.1

Below is 2 unconnected molecules or ions with the total composition C4H14N, with properties calculated with ωB97M-V with the def2-TZVPD basis set.

Last column: Löwdin charge in e.
Positions of all 19 atoms, in Å:
H  0.0141  -2.5346  -2.7497  0.072
H  -1.9223  0.6036  0.8930  0.176
H  1.9667  -0.8572  -2.1629  0.077
H  0.8224  2.7525  1.3945  0.096
H  1.3393  1.3212  0.4251  0.082
H  -0.7297  -0.3667  0.3322  0.121
H  -1.5310  -0.7180  1.8193  0.176
H  -0.1731  2.1894  0.1309  0.094
C  -0.2119  0.9561  1.9024  -0.181
C  0.8942  -0.6893  -2.1008  -0.143
H  0.4733  0.4127  2.5464  0.131
H  0.5547  -0.2097  -3.0066  0.073
H  0.5553  -2.6416  -1.0993  0.070
C  0.5075  1.8320  0.9124  -0.074
H  -0.8388  1.5252  2.5748  0.127
C  0.0866  -1.9683  -1.8222  -0.162
H  0.7435  -0.0240  -1.2512  0.009
H  -0.9224  -1.7110  -1.4821  0.049
N  -1.1550  -0.0126  1.1877  0.208

- calculated total energy (hartree) = -215.29132
- frontier orbital gap (eV) = 11.8
- net charge = +1
- energy above the lowest of the compared OMol25 structures with the same formula, charge and spin (kJ/mol) = 46.1
- LUMO level (eV) = -3.701
- HOMO level (eV) = -15.5